1.
ORCA calculation (ωB97M-V with the def2-TZVPD basis set) on a cluster of 2 separate species, C4H7NO3 in total.

Cartesian coordinates (Å):
1 C 0.80 0.02 -1.22
2 C 1.55 1.17 -0.86
3 C -1.13 -1.67 0.52
4 C -0.30 -0.35 0.68
5 N -0.92 0.84 0.73
6 O -0.28 1.86 1.02
7 O 0.60 -0.85 -1.96
8 O -2.09 0.92 0.42
9 H 2.18 0.80 -0.07
10 H 1.91 1.66 -1.75
11 H 0.87 1.75 -0.38
12 H -2.01 -1.31 1.01
13 H -1.22 -1.94 -0.46
14 H -0.62 -2.42 1.08
15 H 0.66 -0.47 1.24

Computed properties:
- 2S+1: 1
- Energy relative to the best compared isomer or geometry (same formula, charge and spin): 653.4 kJ/mol
- HOMO (alpha / beta): -8.994 / -8.994 eV

natural (NBO) atomic charge list, values in e, 8 entries: C 0.7910; C -0.7795; C -0.6328; C -0.1983; N 0.4426; O -0.4937; O -0.4287; O -0.4337


2.
ORCA calculation (ωB97M-V with the def2-TZVPD basis set) on a cluster of 2 separate species, C4H7NO3 in total.

Cartesian coordinates (Å):
1 C -1.71 -2.96 1.08
2 N -2.24 -4.12 0.90
3 C 0.57 0.01 0.14
4 C 1.15 1.32 0.31
5 C 1.00 2.48 -0.53
6 O 0.57 2.24 -1.80
7 O 1.51 3.54 -0.22
8 O -0.86 -2.37 0.32
9 H -2.07 -2.37 1.94
10 H -1.92 -4.47 -0.01
11 H 1.03 -0.64 -0.62
12 H 0.60 -0.53 1.08
13 H -0.51 0.10 -0.13
14 H 1.62 1.61 1.25
15 H 1.00 2.92 -2.35

Computed properties:
- 2S+1: 1
- Energy relative to the best compared isomer or geometry (same formula, charge and spin): 653.9 kJ/mol
- HOMO: -7.831 eV

natural (NBO) atomic charge list, values in e, 8 entries: C 0.3992; N -0.7088; C -0.7422; C 0.1209; C 0.6397; O -0.6577; O -0.4924; O -0.6584


3.
ORCA calculation (ωB97M-V with the def2-TZVPD basis set) on the molecule C4H7NO3.

Cartesian coordinates (Å):
1 C 2.04 0.02 -0.72
2 C 0.72 0.09 -1.38
3 O 0.50 0.39 -2.54
4 N -0.37 -0.46 -0.70
5 C -0.46 -0.63 0.74
6 C -1.31 0.53 1.26
7 O -0.89 1.58 1.67
8 O -2.61 0.24 1.09
9 H 2.27 -0.99 -0.38
10 H 2.81 0.21 -1.47
11 H 2.05 0.69 0.14
12 H -1.26 -0.61 -1.14
13 H -0.97 -1.55 1.03
14 H 0.52 -0.57 1.20
15 H -3.06 1.08 1.21

Computed properties:
- 2S+1: 1
- Energy relative to the best compared isomer or geometry (same formula, charge and spin): 68.9 kJ/mol
- SMILES: CC(=O)NCC(=O)O
- HOMO: -9.686 eV

natural (NBO) atomic charge list, values in e, 8 entries: C -0.7278; C 0.6786; O -0.5923; N -0.6217; C -0.3247; C 0.7773; O -0.5756; O -0.6857


4.
ORCA calculation (ωB97M-V with the def2-TZVPD basis set) on a structure of composition C4H7NO4.

Cartesian coordinates (Å):
1 C 1.51 0.45 -0.06
2 C -2.32 0.04 0.40
3 C 0.11 0.85 0.38
4 C -0.94 -0.10 -0.18
5 N 1.65 -0.06 -1.24
6 O 2.48 0.75 0.78
7 O -0.05 -1.21 0.95
8 O -0.08 1.78 1.12
9 O -0.80 -0.45 -1.41
10 H 3.34 0.44 0.48
11 H -0.05 -2.01 0.41
12 H 0.57 -0.37 -1.65
13 H 2.56 -0.39 -1.56
14 H -2.91 -0.82 0.11
15 H -2.29 0.14 1.48
16 H -2.78 0.95 -0.02

Computed properties:
- 2S+1: 1
- Energy relative to the best compared isomer or geometry (same formula, charge and spin): 286.9 kJ/mol
- HOMO: -9.184 eV

natural (NBO) atomic charge list, values in e, 8 entries: C 0.6371; C -0.6645; C 0.4677; C 0.5194; N -0.7504; O -0.5950; O -0.9070; O -0.4885


5.
ORCA calculation (ωB97M-V with the def2-TZVPD basis set) on the ion C4H7NO4P with charge -1.

Cartesian coordinates (Å):
1 O -1.10 2.13 -0.26
2 C -0.28 1.22 -0.32
3 C 1.11 1.18 0.37
4 C 1.82 -0.07 -0.20
5 N 0.88 -0.74 -1.14
6 C -0.44 -0.05 -0.91
7 P -1.32 -1.17 0.45
8 O -2.22 -2.07 -0.23
9 O -0.22 -1.56 1.38
10 O -2.18 -0.01 1.26
11 H 1.76 2.04 0.18
12 H 0.91 1.11 1.52
13 H 2.65 0.20 -0.92
14 H 2.12 -0.78 0.58
15 H 0.63 -1.55 -0.70
16 H -1.04 -0.11 -1.90
17 H -3.08 0.23 0.83

Computed properties:
- 2S+1: 1
- Energy relative to the best compared isomer or geometry (same formula, charge and spin): 25.7 kJ/mol
- SMILES: O=C1CCN[C@H]1[P@@](=O)([O-])O
- Charge: -1
- HOMO: -5.006 eV

natural (NBO) atomic charge list, values in e, 8 entries: O -0.5892; C 0.5712; C -0.5404; C -0.2417; N -0.6154; C -0.5284; P 2.3520; O -1.1565


6.
ORCA calculation (ωB97M-V with the def2-TZVPD basis set) on a cluster of 2 separate species, C4H7NOS in total.

Cartesian coordinates (Å):
1 C 2.11 -0.13 -0.59
2 C -0.07 1.05 -0.84
3 C -1.66 -1.22 0.49
4 C 0.75 -0.07 -0.25
5 N 3.22 -0.20 -0.86
6 O 0.75 0.65 1.72
7 S 0.06 -1.70 -0.01
8 H -0.21 1.93 -0.17
9 H 0.30 1.31 -1.84
10 H -1.06 0.69 -0.97
11 H -2.20 -1.00 -0.41
12 H -1.54 -0.27 0.97
13 H -2.14 -2.05 1.04
14 H 1.69 1.02 1.71

Computed properties:
- 2S+1: 1
- Energy relative to the best compared isomer or geometry (same formula, charge and spin): 330.7 kJ/mol
- HOMO (alpha / beta): -9.427 / -9.432 eV

natural (NBO) atomic charge list, values in e, 8 entries: C 0.1913; C -0.6676; C -0.7292; C 0.0127; N -0.2269; O -0.8463; S 0.3629; H 0.2788


7.
ORCA calculation (ωB97M-V with the def2-TZVPD basis set) on the molecule C4H7NOS.

Cartesian coordinates (Å):
1 N 1.27 -0.26 0.06
2 C 0.06 0.00 0.18
3 C -0.63 0.25 -0.98
4 C -0.18 -0.20 -2.28
5 O -1.03 -0.07 -3.19
6 C -0.82 -0.06 1.38
7 S -0.16 1.35 2.50
8 H 1.85 -0.69 0.88
9 H 1.74 0.18 -0.84
10 H -1.74 0.13 -1.10
11 H 0.87 -0.73 -2.61
12 H -1.90 0.08 1.07
13 H -0.64 -0.94 2.15
14 H 1.31 0.96 2.78

Computed properties:
- 2S+1: 1
- Energy relative to the best compared isomer or geometry (same formula, charge and spin): 358.1 kJ/mol
- SMILES: N/C(=C\C=O)CS
- HOMO: -8.309 eV

natural (NBO) atomic charge list, values in e, 8 entries: N -0.7640; C 0.2485; C -0.4881; C 0.3371; O -0.5867; C -0.5195; S -0.0900; H 0.4103


8.
ORCA calculation (ωB97M-V with the def2-TZVPD basis set) on a cluster of 2 separate species, C4H7NOS in total.

Cartesian coordinates (Å):
1 C 0.91 0.92 1.69
2 C 0.31 -0.26 1.00
3 C 0.51 -1.62 1.58
4 S -0.56 -0.07 -0.36
5 H 1.23 0.68 2.70
6 H 0.20 1.75 1.70
7 H 1.78 1.25 1.12
8 H -0.41 -1.91 2.10
9 H 1.33 -1.66 2.29
10 H 0.67 -2.34 0.78
11 N -1.29 0.27 -4.07
12 C -1.68 1.26 -3.55
13 O -2.11 2.29 -3.24
14 H -0.87 -0.57 -3.74

Computed properties:
- 2S+1: 1
- Energy relative to the best compared isomer or geometry (same formula, charge and spin): 74.3 kJ/mol
- SMILES: CC(C)=S.N=C=O
- HOMO: -8.737 eV

natural (NBO) atomic charge list, values in e, 8 entries: C -0.6949; C -0.0122; C -0.6937; S -0.0221; H 0.2140; H 0.2487; H 0.2508; H 0.2501


9.
ORCA calculation (ωB97M-V with the def2-TZVPD basis set) on a cluster of 2 separate species, C4H7NS in total.

Cartesian coordinates (Å):
1 C 1.92 0.47 -0.91
2 C 0.85 -0.36 -0.65
3 N 0.01 -0.48 -1.69
4 S -0.82 -1.52 -2.39
5 H 2.54 0.80 -0.10
6 H 2.21 0.74 -1.99
7 H 0.82 -0.98 0.23
8 C -1.43 -0.07 0.66
9 C -1.13 0.57 1.77
10 H -1.15 -1.15 0.73
11 H -1.83 0.26 -0.24
12 H -1.19 1.65 1.94
13 H -0.81 0.08 2.63

Computed properties:
- 2S+1: 1
- Energy relative to the best compared isomer or geometry (same formula, charge and spin): 460.8 kJ/mol
- SMILES: C=CN=S.C=C
- HOMO (alpha / beta): -8.258 / -7.803 eV

natural (NBO) atomic charge list, values in e, 8 entries: C -0.3424; C -0.0721; N -0.5944; S 0.3913; H 0.1945; H 0.2115; H 0.2147; C -0.3807


10.
ORCA calculation (ωB97M-V with the def2-TZVPD basis set) on the molecule C4H7NS.

Cartesian coordinates (Å):
1 C 0.04 0.16 2.81
2 C 0.76 -0.19 1.66
3 N 0.46 -0.20 0.25
4 C 1.45 -0.83 -0.64
5 C -0.66 0.35 -0.26
6 S -1.12 0.43 -1.84
7 H -1.09 0.31 2.80
8 H 0.64 0.38 3.74
9 H 1.82 -0.43 1.79
10 H 1.64 -0.21 -1.58
11 H 2.44 -1.12 -0.24
12 H 1.15 -1.86 -0.87
13 H -1.39 0.48 0.57

Computed properties:
- 2S+1: 1
- Energy relative to the best compared isomer or geometry (same formula, charge and spin): 183.4 kJ/mol
- SMILES: C=CN(C)C=S
- HOMO: -8.470 eV

natural (NBO) atomic charge list, values in e, 8 entries: C -0.4731; C 0.0022; N -0.4259; C -0.4400; C -0.0582; S -0.1187; H 0.2116; H 0.2312


11.
ORCA calculation (ωB97M-V with the def2-TZVPD basis set) on the molecule C4H7NS.

Cartesian coordinates (Å):
1 C 0.15 -1.78 -0.23
2 C 0.15 -0.50 0.00
3 C 1.39 0.30 0.32
4 C -1.19 0.21 -0.06
5 N -1.13 1.51 -0.20
6 S -2.64 -0.54 0.20
7 H 1.09 -2.30 -0.20
8 H -0.70 -2.43 -0.37
9 H 1.56 0.98 -0.54
10 H 1.27 0.88 1.24
11 H 2.26 -0.35 0.46
12 H -1.99 2.07 -0.26
13 H -0.21 1.97 -0.36

Computed properties:
- 2S+1: 1
- Energy relative to the best compared isomer or geometry (same formula, charge and spin): 63.3 kJ/mol
- SMILES: C=C(C)C(N)=S
- HOMO: -8.148 eV

natural (NBO) atomic charge list, values in e, 8 entries: C -0.3021; C -0.0968; C -0.6452; C 0.1091; N -0.7551; S -0.2053; H 0.1850; H 0.2316


12.
ORCA calculation (ωB97M-V with the def2-TZVPD basis set) on a structure of composition C4H7NS.

Cartesian coordinates (Å):
1 C 1.16 -2.36 0.01
2 C -0.05 1.09 0.73
3 C 0.45 -0.12 -0.04
4 C -1.47 1.58 0.48
5 N 0.93 -1.19 0.29
6 S 1.35 1.36 -0.42
7 H 1.83 -3.00 0.46
8 H 0.52 -2.23 -2.15
9 H 0.27 1.12 1.81
10 H 0.43 -1.44 -2.30
11 H -1.95 1.88 1.35
12 H -2.06 0.86 0.04
13 H -1.40 2.46 -0.27

Computed properties:
- 2S+1: 1
- Energy relative to the best compared isomer or geometry (same formula, charge and spin): 550.9 kJ/mol
- HOMO: -7.749 eV

natural (NBO) atomic charge list, values in e, 8 entries: C 0.0431; C -0.2996; C 0.0061; C -0.6179; N -0.3079; S 0.1419; H 0.1753; H 0.0042


13.
ORCA calculation (ωB97M-V with the def2-TZVPD basis set) on the molecule C4H7NS.

Cartesian coordinates (Å):
1 C -1.01 -1.70 -1.29
2 C 0.08 -0.78 -0.73
3 C -0.06 0.27 0.03
4 C 1.17 0.95 0.43
5 N 1.25 1.71 1.44
6 S -0.21 1.68 2.39
7 H -0.82 -1.87 -2.34
8 H -1.90 -1.12 -1.20
9 H -0.98 -2.64 -0.79
10 H 1.06 -1.01 -1.17
11 H -0.87 0.73 0.44
12 H 2.07 0.96 -0.19
13 H 0.22 2.82 2.96

Computed properties:
- 2S+1: 1
- Energy relative to the best compared isomer or geometry (same formula, charge and spin): 199.8 kJ/mol
- SMILES: C/C=C/C=N\S
- HOMO: -8.662 eV

natural (NBO) atomic charge list, values in e, 8 entries: C -0.6463; C -0.0786; C -0.3198; C 0.0709; N -0.5142; S 0.1044; H 0.2156; H 0.2157


14.
ORCA calculation (ωB97M-V with the def2-TZVPD basis set) on the molecule C4H7NS.

Cartesian coordinates (Å):
1 C -0.37 1.39 0.12
2 S -1.58 -0.05 -0.01
3 C -0.21 -1.38 -0.16
4 C 0.96 -0.59 0.46
5 N 2.18 0.08 0.06
6 C 0.87 0.67 -0.35
7 H -0.60 2.23 -0.55
8 H -0.29 1.77 1.15
9 H -0.52 -2.22 0.47
10 H -0.08 -1.73 -1.18
11 H 0.84 -0.49 1.53
12 H 2.54 -0.29 -0.82
13 H 0.74 0.46 -1.41

Computed properties:
- 2S+1: 1
- Energy relative to the best compared isomer or geometry (same formula, charge and spin): 337.4 kJ/mol
- SMILES: C1SC[C@H]2N[C@H]12
- HOMO: -8.789 eV

natural (NBO) atomic charge list, values in e, 8 entries: C -0.4952; S 0.1127; C -0.4810; C -0.1309; N -0.5181; C -0.0940; H 0.2259; H 0.2213


15.
ORCA calculation (ωB97M-V with the def2-TZVPD basis set) on a cluster of 2 separate species, C4H7NS2 in total.

Cartesian coordinates (Å):
1 C -1.32 1.16 2.10
2 C -0.99 -1.47 -1.12
3 C 1.37 0.94 0.88
4 C -1.40 1.45 0.75
5 N -1.28 1.13 3.24
6 S -1.83 -1.42 0.51
7 S 0.01 1.59 -0.22
8 H -1.78 -1.48 -1.89
9 H -0.47 -2.51 -1.31
10 H -0.28 -0.72 -1.03
11 H 2.15 1.53 0.65
12 H 1.46 -0.19 0.78
13 H 1.12 1.15 1.84
14 H -2.26 2.02 0.47

Computed properties:
- 2S+1: 1
- Energy relative to the best compared isomer or geometry (same formula, charge and spin): 334.6 kJ/mol
- HOMO (alpha / beta): -8.942 / -8.344 eV

natural (NBO) atomic charge list, values in e, 8 entries: C 0.1961; C -0.7743; C -0.6827; C -0.4570; N -0.2883; S 0.0078; S 0.3705; H 0.2250


16.
ORCA calculation (ωB97M-V with the def2-TZVPD basis set) on the molecule C4H7NS2.

Cartesian coordinates (Å):
1 C 0.18 0.99 1.49
2 C -0.09 0.56 0.26
3 C -0.03 1.29 -1.06
4 N -0.48 -0.76 -0.01
5 S -2.01 -1.39 0.23
6 C 0.69 -1.63 0.11
7 S 2.27 -1.34 0.04
8 H 0.40 0.30 2.43
9 H 0.57 1.98 1.58
10 H 0.98 0.97 -1.49
11 H -0.90 1.24 -1.69
12 H 0.20 2.42 -0.72
13 H -2.10 -1.96 -1.25
14 H 0.32 -2.68 0.09

Computed properties:
- 2S+1: 1
- Energy relative to the best compared isomer or geometry (same formula, charge and spin): 279.4 kJ/mol
- SMILES: C=C(C)N(S)C=S
- HOMO: -8.740 eV

natural (NBO) atomic charge list, values in e, 8 entries: C -0.3999; C 0.1686; C -0.6557; N -0.6474; S 0.2209; C -0.1186; S -0.0051; H 0.2217


17.
ORCA calculation (ωB97M-V with the def2-TZVPD basis set) on the molecule C4H7NSSi.

Cartesian coordinates (Å):
1 C 0.93 -1.70 -2.06
2 C 0.39 -0.63 -1.10
3 C 0.07 0.27 -0.31
4 C -0.46 1.62 0.59
5 Si -0.84 1.48 2.44
6 N -0.36 2.80 0.10
7 S 0.11 3.18 -1.43
8 H 0.24 -2.50 -2.42
9 H 1.33 -0.98 -2.81
10 H 1.72 -2.34 -1.62
11 H 0.56 1.93 3.14
12 H -1.03 0.04 2.70
13 H -1.58 2.56 3.09
14 H 0.67 2.03 -1.75

Computed properties:
- 2S+1: 1
- Energy relative to the best compared isomer or geometry (same formula, charge and spin): 302.7 kJ/mol
- SMILES: CC#C/C([SiH3])=N\S
- HOMO: -8.998 eV

natural (NBO) atomic charge list, values in e, 8 entries: C -0.6873; C 0.0070; C -0.1567; C -0.1203; Si 0.8341; N -0.5661; S 0.2700; H 0.2466


18.
ORCA calculation (ωB97M-V with the def2-TZVPD basis set) on the ion C4H7O2 with charge -1.

Cartesian coordinates (Å):
1 O 2.36 0.27 -0.78
2 C 1.49 0.69 -0.02
3 C 0.18 1.19 -0.33
4 C -1.04 0.38 0.16
5 C -0.72 -1.11 0.37
6 O -0.09 -1.70 -0.76
7 H 1.86 0.77 1.05
8 H 0.14 2.13 -0.86
9 H -1.73 0.52 -0.64
10 H -1.31 0.74 1.16
11 H -1.71 -1.57 0.43
12 H -0.07 -1.24 1.24
13 H 0.62 -1.08 -1.02

Computed properties:
- 2S+1: 1
- Energy relative to the best compared isomer or geometry (same formula, charge and spin): 348.0 kJ/mol
- SMILES: [O-]/C=C/CCO
- Charge: -1
- HOMO: -1.319 eV

natural (NBO) atomic charge list, values in e, 8 entries: O -0.6943; C 0.3188; C -0.7326; C -0.4416; C -0.0681; O -0.7673; H 0.0363; H 0.1912


19.
ORCA calculation (ωB97M-V with the def2-TZVPD basis set) on a cluster of 2 separate species, C4H7O2 in total.

Cartesian coordinates (Å):
1 H 1.64 -1.12 -1.78
2 C 1.71 -0.42 0.55
3 O 2.77 -0.87 0.29
4 C 0.57 0.11 1.00
5 C -0.56 0.27 0.23
6 C -1.74 0.87 0.86
7 H 0.57 0.44 2.05
8 H -0.56 -0.06 -0.81
9 H -2.55 0.93 0.15
10 H -2.11 0.23 1.68
11 H -1.52 1.92 1.16
12 O 0.81 -0.98 -2.24
13 H 0.97 -1.31 -3.14

Computed properties:
- Expectation value of S²: 0.77
- 2S+1: 2
- Energy relative to the best compared isomer or geometry (same formula, charge and spin): 102.5 kJ/mol
- HOMO (alpha / beta): -6.368 / -10.020 eV

natural (NBO) atomic charge list, values in e, 8 entries: H 0.4752; C 0.6999; O -0.4777; C -0.5235; C -0.1856; C -0.6565; H 0.2660; H 0.2301


20.
ORCA calculation (ωB97M-V with the def2-TZVPD basis set) on a cluster of 2 separate species, C4H7O2 in total.

Cartesian coordinates (Å):
1 C -1.78 -0.63 0.21
2 C -0.60 -1.18 -0.14
3 C -0.51 1.09 -0.21
4 C 1.56 -0.01 -0.16
5 O -1.81 0.68 0.08
6 O 0.20 -0.07 -0.53
7 H -2.67 -1.18 0.24
8 H 0.01 -2.01 0.15
9 H -0.61 1.73 -1.08
10 H 0.47 1.77 1.33
11 H 2.31 0.59 -0.70
12 H 1.52 0.31 1.00
13 H 1.92 -1.09 -0.17

Computed properties:
- 2S+1: 1
- Energy relative to the best compared isomer or geometry (same formula, charge and spin): 603.7 kJ/mol
- Charge: +1
- HOMO: -14.233 eV

natural (NBO) atomic charge list, values in e, 8 entries: C 0.1676; C -0.0262; C 0.3112; C -0.2924; O -0.4219; O -0.3297; H 0.2547; H 0.2612